(1)
Below is a 2-piece molecular cluster, C3H9N3 overall in a non-equilibrium geometry, with properties calculated with ωB97M-V with the def2-TZVPD basis set.

Results
* total energy: -283.8810 a.u.
* relative energy (zero: lowest compared OMol25 entry of this formula, charge and spin): 64.1 kcal/mol
* orbital gap: 0.348 Ha

Atoms and positions in Å:
C: -0.018 1.633 -1.584
C: -1.775 0.510 -0.305
N: -0.618 1.131 -0.298
H: -0.579 2.536 -1.956
H: -0.182 0.910 -2.384
H: 1.033 1.885 -1.402
H: -2.415 0.668 0.529
H: -2.161 0.084 -1.201
N: 0.288 -1.588 2.087
C: 1.052 -1.142 0.990
N: 1.848 -1.723 0.191
H: -0.416 -0.989 2.427
H: 0.016 -2.576 2.096
H: 1.225 -0.054 0.998
H: 2.703 -1.285 -0.190

Forces on atoms 1 to 6 (eV/Å):
C -1.0898 -0.7313 0.4644
C 3.6633 2.4536 -0.9164
N -2.6987 0.5900 -0.2673
H 0.5694 -0.6637 0.9186
H 0.5053 -0.2447 -0.1816
H -0.3153 -0.1876 -0.2857

natural (NBO) population analysis, charges in e, atoms 1 to 8:
1. C -0.451
2. C -0.074
3. N -0.403
4. H 0.211
5. H 0.186
6. H 0.209
7. H 0.178
8. H 0.142



(2)
Below is a 2-piece molecular cluster, C3H9N3 overall in a non-equilibrium geometry, with properties calculated with ωB97M-V with the def2-TZVPD basis set.

Results
* total energy: -283.8923 a.u.
* relative energy (zero: lowest compared OMol25 entry of this formula, charge and spin): 57.0 kcal/mol
* orbital gap: 0.329 Ha

Atoms and positions in Å:
N: -2.216 2.612 -1.138
C: -0.985 1.985 -0.958
N: 0.230 2.453 -1.038
H: -2.744 2.564 -0.217
H: -2.804 2.007 -1.737
H: -1.137 0.874 -0.680
H: 0.875 1.684 -1.220
C: 1.637 -0.831 1.431
C: 1.139 -2.097 1.241
N: 0.670 -2.552 -0.021
H: 1.885 -0.250 0.542
H: 1.931 -0.430 2.433
H: 1.020 -2.810 2.059
H: 0.399 -1.806 -0.648
H: 0.102 -3.404 -0.047

Forces on atoms 1 to 6 (eV/Å):
N -1.7584 0.9385 1.3578
C 3.1626 -2.6515 0.4274
N -3.3691 0.0171 -1.1131
H 0.8268 0.3348 -1.3029
H 0.6468 0.4041 0.2855
H 0.5440 1.0270 -0.7072

natural (NBO) population analysis, charges in e, atoms 1 to 8:
1. N -0.860
2. C 0.291
3. N -0.621
4. H 0.376
5. H 0.377
6. H 0.090
7. H 0.347
8. C -0.540



(3)
Below is one molecule with the formula C3H9N3 in a non-equilibrium geometry, with properties calculated with ωB97M-V with the def2-TZVPD basis set.

Results
* total energy: -283.8402 a.u.
* relative energy (zero: lowest compared OMol25 entry of this formula, charge and spin): 89.6 kcal/mol
* orbital gap: 0.341 Ha

Atoms and positions in Å:
C: -1.178 0.521 -0.516
C: -0.075 0.892 0.556
C: 1.709 -0.137 -0.434
N: -1.460 -0.926 -0.022
N: -0.194 -1.430 0.303
N: 0.814 -0.185 0.611
H: -2.123 1.056 -0.519
H: -0.853 0.494 -1.517
H: 0.380 2.030 0.424
H: -0.638 0.963 1.416
H: 1.320 0.280 -1.410
H: 2.607 0.419 -0.069
H: 2.006 -1.157 -0.681
H: -2.071 -0.744 0.829
H: -0.244 -2.074 1.028

Forces on atoms 1 to 6 (eV/Å):
C -0.0996 -2.0452 1.8510
C -0.7711 3.9605 -2.2641
C 2.4733 -0.2127 -2.3652
N -1.1489 2.2935 0.2774
N 1.6163 2.7211 -2.4348
N -2.4506 -2.2455 1.8863

natural (NBO) population analysis, charges in e, atoms 1 to 8:
1. C -0.260
2. C -0.247
3. C -0.425
4. N -0.440
5. N -0.357
6. N -0.322
7. H 0.207
8. H 0.194



(4)
Below is a 2-piece molecular cluster, C3H9N3 overall in a non-equilibrium geometry, with properties calculated with ωB97M-V with the def2-TZVPD basis set.

Results
* total energy: -283.9209 a.u.
* relative energy (zero: lowest compared OMol25 entry of this formula, charge and spin): 39.1 kcal/mol
* orbital gap: 0.352 Ha

Atoms and positions in Å:
C: 1.545 0.257 0.624
N: 0.171 -0.071 0.995
C: -0.155 -0.886 2.023
N: -1.267 -1.512 2.199
H: 1.546 1.124 -0.054
H: 2.092 0.605 1.534
H: 2.039 -0.592 0.117
H: -0.507 -0.145 0.258
H: 0.702 -0.880 2.721
H: -1.292 -2.031 3.096
C: -1.289 1.087 -2.658
N: -0.607 0.031 -2.392
H: -2.270 1.103 -2.168
H: -0.993 1.869 -3.373
H: 0.286 0.042 -2.922

Forces on atoms 1 to 6 (eV/Å):
C -0.1269 0.2088 0.4279
N -0.7096 0.0656 -0.6503
C 0.5530 -0.5139 1.5166
N 0.7200 0.3264 0.0019
H -0.1476 -0.3704 0.1425
H -0.2566 -0.5979 -0.6817

natural (NBO) population analysis, charges in e, atoms 1 to 8:
1. C -0.410
2. N -0.616
3. C 0.294
4. N -0.742
5. H 0.208
6. H 0.204
7. H 0.189
8. H 0.402



(5)
Below is C3H9N3O as an isolated structure in a non-equilibrium geometry, with properties calculated with ωB97M-V with the def2-TZVPD basis set.

Results
* total energy: -359.0621 a.u.
* relative energy (zero: lowest compared OMol25 entry of this formula, charge and spin): 114.4 kcal/mol
* orbital gap: 0.326 Ha

Atoms and positions in Å:
C: 0.625 -0.633 -0.164
C: -1.481 0.323 0.936
N: -0.888 -0.153 -0.289
N: 1.345 -0.308 0.977
C: 0.965 0.375 -1.235
O: -1.674 -1.121 -0.943
N: 1.650 1.358 -0.777
H: -1.705 -1.920 -0.384
H: 0.637 -1.675 -0.512
H: 1.844 0.870 0.505
H: 1.094 -0.879 1.772
H: 1.841 2.155 -1.372
H: 0.620 0.235 -2.254
H: -1.629 -0.486 1.670
H: -0.805 1.069 1.353
H: -2.441 0.791 0.717

Forces on atoms 1 to 6 (eV/Å):
C -0.9231 0.3981 -0.3214
C -0.0548 -0.1787 -0.0543
N 0.4856 -0.2896 0.1197
N 0.1418 1.2115 -1.3590
C 1.1469 0.3654 0.4630
O 0.0359 -0.0828 0.1640

natural (NBO) population analysis, charges in e, atoms 1 to 8:
1. C 0.019
2. C -0.439
3. N -0.170
4. N -0.986
5. C 0.227
6. O -0.575
7. N -0.708
8. H 0.433



(6)
Below is one molecule with the formula C3H9N3O in a non-equilibrium geometry, with properties calculated with ωB97M-V with the def2-TZVPD basis set.

Results
* total energy: -359.2000 a.u.
* relative energy (zero: lowest compared OMol25 entry of this formula, charge and spin): 27.9 kcal/mol
* orbital gap: 0.381 Ha

Atoms and positions in Å:
O: 1.696 0.773 -1.182
C: 0.654 0.233 -0.886
N: 0.136 0.131 0.375
C: 0.558 0.808 1.565
N: 0.254 0.158 2.830
C: -0.375 -0.200 -1.899
N: -1.309 -1.292 -1.703
H: -0.849 -0.102 0.304
H: 1.612 1.061 1.416
H: 0.052 1.789 1.452
H: 0.579 0.679 3.633
H: 0.817 -0.689 2.814
H: 0.096 -0.186 -2.925
H: -1.133 0.575 -1.964
H: -1.946 -1.591 -2.421
H: -0.843 -2.149 -1.410

Forces on atoms 1 to 6 (eV/Å):
O 0.1704 -0.2807 -0.1349
C -0.5972 0.3518 1.1724
N -0.7958 -1.5722 -0.1570
C 0.4722 2.5337 -0.6883
N 0.0478 -0.9633 -0.9380
C -1.0437 0.4311 -3.6090

natural (NBO) population analysis, charges in e, atoms 1 to 8:
1. O -0.601
2. C 0.665
3. N -0.624
4. C -0.053
5. N -0.828
6. C -0.327
7. N -0.859
8. H 0.399



(7)
Below is C3H9N3O as an isolated structure in a non-equilibrium geometry, with properties calculated with ωB97M-V with the def2-TZVPD basis set.

Results
* total energy: -358.9577 a.u.
* relative energy (zero: lowest compared OMol25 entry of this formula, charge and spin): 179.9 kcal/mol
* orbital gap: 0.338 Ha

Atoms and positions in Å:
C: -2.504 -0.734 0.192
C: 0.556 0.337 0.021
C: 0.594 1.854 0.067
H: -3.547 -0.440 -0.260
H: -2.346 -1.769 -0.461
H: -2.404 -1.106 1.210
H: 1.518 2.273 0.156
H: 0.275 2.399 1.046
H: 0.024 2.310 -0.828
H: 2.601 0.296 -0.476
H: 1.207 -1.903 0.781
H: 1.977 -1.598 -1.232
N: -0.441 -0.447 -0.123
N: 1.924 -0.137 0.070
N: 2.257 -1.516 0.075
O: -1.692 0.181 -0.236

Forces on atoms 1 to 6 (eV/Å):
C -5.4266 -5.6133 -2.8083
C 2.4333 1.3521 -0.5214
C -4.0944 0.9936 0.2070
H 1.4534 -0.3908 1.8686
H -0.2010 2.0919 1.4539
H -0.3939 0.6813 0.3600

natural (NBO) population analysis, charges in e, atoms 1 to 8:
1. C -0.242
2. C 0.381
3. C -0.697
4. H 0.194
5. H 0.145
6. H 0.177
7. H 0.226
8. H 0.247



(8)
Below is a 2-piece molecular cluster, C3H9N3O overall in a non-equilibrium geometry, with properties calculated with ωB97M-V with the def2-TZVPD basis set.

Results
* total energy: -359.1199 a.u.
* relative energy (zero: lowest compared OMol25 entry of this formula, charge and spin): 78.2 kcal/mol
* orbital gap: 0.314 Ha

Atoms and positions in Å:
C: 0.854 1.019 0.417
C: 1.360 -0.130 1.240
N: -1.654 -0.948 -1.579
C: 1.006 1.063 -0.881
N: -1.671 -2.232 -0.943
N: 0.100 1.999 1.050
O: 1.119 1.119 -2.049
H: -0.847 -0.833 -2.206
H: -1.615 -0.166 -0.919
H: -0.941 -2.345 -0.235
H: -2.563 -2.404 -0.471
H: 0.620 2.434 1.813
H: -0.233 2.724 0.411
H: 2.450 -0.203 1.179
H: 0.932 -1.072 0.879
H: 1.084 -0.026 2.294

Forces on atoms 1 to 6 (eV/Å):
C 0.4838 -0.8567 -0.5202
C 0.2706 -0.5223 -0.1838
N -0.0010 0.4732 0.1476
C 0.4519 0.0163 -0.6478
N 0.3132 -0.0999 0.2193
N -0.9643 1.5846 0.9150

natural (NBO) population analysis, charges in e, atoms 1 to 8:
1. C -0.157
2. C -0.617
3. N -0.677
4. C 0.632
5. N -0.669
6. N -0.798
7. O -0.470
8. H 0.354



(9)
Below is a 2-piece molecular cluster, C3H9N3O overall in a non-equilibrium geometry, with properties calculated with ωB97M-V with the def2-TZVPD basis set.

Results
* total energy: -359.1221 a.u.
* relative energy (zero: lowest compared OMol25 entry of this formula, charge and spin): 76.7 kcal/mol
* orbital gap: 0.370 Ha

Atoms and positions in Å:
C: 1.354 0.276 1.196
C: -1.938 1.037 -0.012
N: 2.142 0.530 0.207
C: -0.281 -0.640 -0.263
N: 0.173 -1.933 -0.176
O: 0.416 0.181 -1.457
N: -1.412 -0.292 0.141
H: 1.125 -0.329 -1.874
H: 2.057 1.477 -0.160
H: -0.567 -2.619 -0.131
H: 0.961 -2.175 -0.757
H: 1.469 -0.687 1.685
H: 0.788 1.036 1.741
H: -1.280 1.688 -0.592
H: -2.899 0.982 -0.525
H: -2.108 1.467 0.978

Forces on atoms 1 to 6 (eV/Å):
C 2.6174 1.2103 0.1323
C 0.1240 0.1707 -0.3567
N -0.4696 -0.5253 1.5953
C -0.5335 0.4812 -4.9625
N 0.5554 -0.0379 0.0143
O -2.1770 -1.3073 2.0538

natural (NBO) population analysis, charges in e, atoms 1 to 8:
1. C -0.100
2. C -0.431
3. N -0.591
4. C 0.711
5. N -0.855
6. O -0.790
7. N -0.504
8. H 0.475



(10)
Below is one molecule with the formula C3H9N3O, with properties calculated with ωB97M-V with the def2-TZVPD basis set.

Results
* total energy: -359.2051 a.u.
* relative energy (zero: lowest compared OMol25 entry of this formula, charge and spin): 24.7 kcal/mol
* orbital gap: 0.361 Ha

Atoms and positions in Å:
C: 1.416 1.288 -0.369
C: -0.600 -0.155 1.818
N: 0.431 0.232 -0.308
N: 0.451 -0.516 0.880
C: -0.252 -0.134 -1.431
N: -1.047 -1.259 -1.302
O: -0.134 0.446 -2.490
H: 0.439 -1.510 0.666
H: -1.488 -1.466 -0.421
H: -1.625 -1.428 -2.109
H: 1.369 1.724 -1.364
H: 2.412 0.883 -0.187
H: 1.196 2.050 0.380
H: -0.474 0.894 2.081
H: -1.623 -0.293 1.442
H: -0.470 -0.758 2.714

Forces on atoms 1 to 6 (eV/Å):
C 0.0176 0.0368 -0.1379
C -0.0407 0.0764 -0.0833
N 0.1972 0.0835 0.4216
N -0.0993 -0.3501 -0.2126
C -0.1657 -0.2163 0.1132
N -0.1390 -0.2508 0.0275

natural (NBO) population analysis, charges in e, atoms 1 to 8:
1. C -0.409
2. C -0.416
3. N -0.312
4. N -0.455
5. C 0.766
6. N -0.859
7. O -0.657
8. H 0.359



(11)
Below is one molecule with the formula C3H9N3O in a non-equilibrium geometry, with properties calculated with ωB97M-V with the def2-TZVPD basis set.

Results
* total energy: -359.0407 a.u.
* relative energy (zero: lowest compared OMol25 entry of this formula, charge and spin): 127.9 kcal/mol
* orbital gap: 0.358 Ha

Atoms and positions in Å:
C: -1.604 0.426 0.353
C: -0.584 -1.487 -0.394
C: 0.628 0.770 -0.132
H: -1.787 1.417 0.968
H: -2.510 -0.404 0.398
H: -1.932 0.744 -0.693
H: 0.390 -2.149 -0.278
H: -1.597 -1.757 0.072
H: -0.699 -1.189 -1.502
H: 1.433 2.763 -0.006
H: 2.645 0.368 -0.717
H: 1.802 -0.387 1.518
N: -0.366 -0.141 0.305
N: 0.575 2.101 -0.044
N: 1.711 -0.093 -0.505
O: 1.896 -0.984 0.655

Forces on atoms 1 to 6 (eV/Å):
C -6.8025 2.3971 -0.9881
C 1.5762 0.9021 -0.5840
C 1.2616 1.5546 0.6609
H 0.6297 -2.4280 -0.7531
H 2.2421 2.2512 1.2216
H 0.5196 0.2506 0.7056

natural (NBO) population analysis, charges in e, atoms 1 to 8:
1. C -0.420
2. C -0.428
3. C 0.560
4. H 0.245
5. H 0.193
6. H 0.165
7. H 0.257
8. H 0.215



(12)
Below is a 2-piece molecular cluster, C3H9N3O overall in a non-equilibrium geometry, with properties calculated with ωB97M-V with the def2-TZVPD basis set.

Results
* total energy: -359.1905 a.u.
* relative energy (zero: lowest compared OMol25 entry of this formula, charge and spin): 33.9 kcal/mol
* orbital gap: 0.368 Ha

Atoms and positions in Å:
N: -1.695 0.132 0.013
C: -2.512 1.217 0.343
N: -3.643 1.037 0.956
H: -2.167 -0.737 0.217
H: -1.251 0.126 -0.915
H: -2.175 2.196 0.076
H: -4.049 1.964 1.064
C: 1.241 -0.370 -1.113
C: 1.820 -0.765 0.235
N: 3.234 -0.828 0.338
O: 1.142 -1.022 1.223
H: 2.002 -0.229 -1.886
H: 0.787 0.622 -0.925
H: 0.505 -1.132 -1.439
H: 3.371 -0.403 1.233
H: 3.389 -1.808 0.580

Forces on atoms 1 to 6 (eV/Å):
N -0.3581 0.7408 -0.4112
C -1.6023 -1.7155 0.4441
N 1.6438 0.5067 -0.9406
H 0.0680 -0.0971 0.0211
H -0.4496 0.2672 0.9424
H 0.5302 0.4924 -0.3556

natural (NBO) population analysis, charges in e, atoms 1 to 8:
1. N -0.821
2. C 0.269
3. N -0.699
4. H 0.390
5. H 0.380
6. H 0.148
7. H 0.332
8. C -0.730